169
Properties=species:S:1:pos:R:3:forces:R:3 method="wB97M-V/def2-TZVPD" e_tot_ev=-126577.9168 largest_force_ev_per_a=2.8 gap_ev=8.611 mol_weight_g_mol=1282.3 total_charge=+1
C 2.75723 5.19114 -1.82592 0.3 -0.4 0.2
C 3.30512 4.47147 -0.84500 -0.2 0.5 0.0
C 2.56420 3.67811 0.20652 0.1 -1.3 -1.2
C 2.72108 2.17695 -0.20792 -0.3 0.0 -0.4
C 2.39057 1.68509 -1.63223 -0.1 -0.7 0.4
C 1.53267 0.39518 -1.56238 -0.3 0.2 -0.7
C 0.15982 0.45298 -2.24731 -0.5 -0.1 0.1
C -0.96191 0.41572 -1.22034 0.2 -0.3 -0.3
O -2.23011 0.38022 -1.85068 -0.1 -0.1 0.0
C -3.13356 1.34120 -1.38184 -0.2 0.7 0.0
C 3.29858 3.68192 1.59846 0.2 -0.1 -0.9
P 5.06492 4.25289 1.86319 0.4 0.1 1.6
N 5.94830 3.32286 0.72510 -0.4 0.5 0.0
O 5.17814 5.77758 1.25714 -0.4 -0.4 0.0
N 2.32314 4.04438 2.70122 -0.4 0.2 -0.3
C 2.56968 5.32611 3.41877 0.2 0.3 0.7
C 1.64262 5.65908 4.57562 0.2 1.0 0.0
N 0.57172 6.54046 4.12726 -0.3 -0.4 -0.3
C 1.01434 3.67060 2.02521 -0.5 -1.1 -0.5
C -0.29461 3.58405 2.84280 -0.2 0.4 -0.1
C -1.55870 4.43386 2.60357 -0.5 -0.1 0.7
C -2.17430 4.94726 3.93990 0.1 0.6 -0.7
C -3.66154 4.63684 4.11370 0.5 -0.4 -0.4
C -4.56214 5.10598 2.98133 0.0 0.4 0.2
C -4.94733 6.58890 3.09776 0.0 -0.2 -0.8
C -4.80677 7.33492 1.76988 0.0 -0.1 0.0
C 1.11440 4.18662 0.55136 1.5 0.5 2.3
C 1.14306 5.74723 0.60584 -1.6 -0.4 0.1
C 0.51927 6.58879 -0.48267 0.4 0.4 -0.3
O 1.18127 7.42812 -1.02898 0.3 0.5 -0.1
O -0.77462 6.42835 -0.79012 0.1 -0.4 0.5
C -1.06485 7.14480 -2.00710 -0.1 0.7 -0.9
C -1.58757 8.54013 -1.90039 0.1 -0.2 0.4
O -0.87808 6.61795 -3.04289 0.0 -0.6 0.0
O 0.00291 3.51518 -0.02502 0.1 0.1 -0.3
C -0.13180 3.60290 -1.30965 -0.3 0.5 0.5
N -0.32005 3.79608 -2.42251 -0.1 -0.3 -0.7
H 1.82889 4.90608 -2.29495 -0.7 0.7 0.5
H 3.26548 6.08305 -2.15801 0.5 -0.5 -1.0
H 4.38276 4.40008 -0.82738 0.2 0.7 0.7
H 2.20659 1.52451 0.49774 -0.2 0.1 0.2
H 3.77747 1.97495 -0.05352 0.2 0.1 0.1
H 1.94346 2.41063 -2.29923 -0.2 0.3 0.1
H 3.32116 1.39152 -2.10585 0.2 0.2 -0.1
H 1.37251 0.10496 -0.52871 0.1 -0.1 0.2
H 2.07322 -0.42157 -2.02806 0.3 -0.1 0.0
H 0.00610 1.30968 -2.89391 0.3 0.2 -0.1
H 0.02719 -0.42482 -2.87421 0.0 -0.1 -0.1
H -0.89556 1.25093 -0.52092 0.0 0.2 0.0
H -0.82953 -0.48681 -0.63198 -0.2 -0.1 0.1
H -4.15527 1.03651 -1.58257 -0.1 -0.3 -0.1
H -2.99759 2.30398 -1.88521 0.2 0.1 -0.1
H -3.05464 1.53233 -0.30955 0.1 -0.2 0.2
H 3.42618 2.62084 1.80271 0.4 -0.2 0.0
H 6.63617 3.96073 0.33001 0.0 -0.1 -0.3
H 6.46308 2.61505 1.23456 0.1 -0.1 0.0
H 4.31248 6.12160 1.00650 0.2 0.2 -0.4
H 2.44818 3.31796 3.40280 0.0 0.1 0.2
H 2.61136 6.18372 2.76178 -0.2 -0.1 -0.5
H 3.57242 5.25278 3.82706 0.2 -0.4 -0.1
H 2.25996 6.19347 5.29974 0.3 -0.2 0.2
H 1.26806 4.78415 5.09956 -0.2 -0.2 -0.1
H 0.15258 7.03672 4.90189 -0.1 -0.1 0.1
H 0.92565 7.24891 3.49819 0.1 0.1 0.1
H 1.20930 2.61016 1.86130 0.1 -0.1 0.0
H -0.08597 3.64134 3.90669 0.5 0.1 0.1
H -0.61328 2.55768 2.70625 0.0 -0.3 -0.1
H -2.31214 3.77979 2.17721 0.0 -0.2 -0.3
H -1.48032 5.25903 1.91105 0.4 0.2 -0.2
H -2.00386 6.02095 3.96598 -0.1 0.2 0.1
H -1.59710 4.55505 4.77309 -0.1 -0.2 0.2
H -4.00325 5.09026 5.03912 -0.1 -0.2 0.3
H -3.74961 3.55367 4.17973 -0.1 -0.2 0.3
H -5.45362 4.48611 2.98694 -0.2 0.0 0.0
H -4.11989 4.94713 2.00189 0.3 -0.2 -0.1
H -4.30108 7.09580 3.80781 -0.2 0.0 0.4
H -5.98714 6.64881 3.39536 -0.1 0.1 0.5
H -5.59268 8.07352 1.66308 0.0 0.2 -0.2
H -3.84260 7.82425 1.71555 0.2 0.3 -0.1
H -4.84880 6.65370 0.92300 -0.2 0.0 -0.1
H 0.68499 6.04682 1.54759 -0.5 0.0 0.0
H 2.15649 6.10742 0.65873 0.3 -0.1 -0.2
H -2.66652 8.50402 -1.83112 -0.3 0.0 0.2
H -1.33279 9.03789 -2.82513 0.1 0.1 -0.2
H -1.16839 9.09039 -1.06679 0.0 0.0 0.2
C -5.05610 2.29064 -5.63385 0.0 0.0 0.0
C -6.12233 2.69901 -6.42374 0.1 0.0 0.1
C -7.41647 2.33665 -6.08601 0.0 0.1 -0.2
C -7.62076 1.56988 -4.95444 0.2 0.1 0.0
C -6.57177 1.14792 -4.15974 0.1 -0.1 0.2
C -5.28137 1.51301 -4.50566 0.0 0.1 -0.1
N -8.99448 1.20025 -4.57796 -0.1 0.0 0.0
O -9.89494 1.56741 -5.30313 0.0 0.0 0.0
O -9.14360 0.55275 -3.56111 0.0 0.0 0.0
H -4.04718 2.57928 -5.89726 0.0 0.0 0.0
H -5.94641 3.30256 -7.30303 0.0 0.0 0.0
H -8.24937 2.65095 -6.69643 -0.1 -0.1 0.1
H -6.75350 0.54482 -3.28281 -0.1 0.0 0.0
H -4.44938 1.19189 -3.89499 0.0 0.0 0.0
C -1.29461 -3.05677 -5.31846 0.0 0.0 0.0
C -1.35263 -2.60588 -4.00608 0.0 0.0 -0.1
C -0.71132 -3.31306 -3.00276 -0.1 0.1 0.1
C -0.01703 -4.46423 -3.33272 -0.1 0.1 -0.1
C 0.04540 -4.93284 -4.63173 0.1 -0.1 -0.2
C -0.60044 -4.21922 -5.62844 -0.1 0.1 0.0
N 0.68164 -5.19837 -2.26655 -0.1 0.1 -0.1
O 0.58187 -4.75483 -1.13882 0.1 -0.1 0.2
O 1.31551 -6.18596 -2.56954 0.0 0.0 0.0
H -1.79151 -2.50111 -6.10314 0.0 0.0 0.0
H -1.89534 -1.70182 -3.76311 0.0 0.0 0.0
H -0.75321 -2.96704 -1.98045 0.1 -0.1 0.0
H 0.58770 -5.83588 -4.86825 0.0 0.0 0.1
H -0.56214 -4.56666 -6.65158 0.0 0.0 0.0
C 2.78078 -4.79275 3.34308 0.0 0.0 0.0
C 3.28227 -3.56689 3.77085 0.0 -0.1 -0.1
C 2.74679 -2.38795 3.28196 0.2 0.1 0.1
C 1.70768 -2.46507 2.37071 0.0 -0.1 0.1
C 1.20004 -3.67350 1.93174 -0.1 -0.2 -0.1
C 1.74278 -4.84898 2.42158 0.2 0.3 0.0
N 1.10522 -1.24462 1.83826 0.0 -0.3 -0.1
O 1.55234 -0.15838 2.19165 0.0 0.1 0.0
O 0.19236 -1.37513 1.04897 0.1 0.3 0.3
H 3.20376 -5.71071 3.73104 0.0 0.0 0.0
H 4.09154 -3.53204 4.48785 0.0 0.0 0.0
H 3.13295 -1.43405 3.60805 -0.1 0.1 0.0
H 0.39347 -3.70609 1.21635 0.0 0.1 0.0
H 1.36194 -5.79705 2.08873 0.0 -0.1 0.0
C -5.35456 -7.56112 -6.40216 0.0 0.0 0.0
C -6.25504 -6.51571 -6.24507 0.1 -0.1 0.0
C -5.99854 -5.28377 -6.82461 -0.2 0.0 0.1
C -4.83948 -5.12217 -7.56020 0.0 -0.2 0.1
C -3.92993 -6.14953 -7.72339 0.2 -0.1 -0.1
C -4.19062 -7.37656 -7.13665 -0.1 0.0 0.1
N -4.56750 -3.82298 -8.19339 0.1 0.1 0.0
O -5.36902 -2.92962 -8.01616 0.0 0.0 0.0
O -3.55002 -3.71819 -8.85059 0.0 0.0 0.0
H -5.56076 -8.52248 -5.95114 0.0 0.0 0.0
H -7.15969 -6.66057 -5.67158 0.0 0.0 0.0
H -6.69439 -4.46732 -6.70449 0.1 0.1 -0.1
H -3.02782 -6.00454 -8.29822 0.0 0.1 -0.1
H -3.48826 -8.18960 -7.25528 0.0 0.0 0.0
C 2.94213 -11.01972 6.36237 0.0 0.0 0.0
C 3.31181 -10.88778 5.03059 -0.1 0.0 0.1
C 2.78815 -9.85989 4.26566 0.2 -0.1 -0.2
C 1.90852 -8.97282 4.85326 0.1 -0.1 0.1
C 1.52520 -9.08790 6.17680 -0.1 0.1 0.2
C 2.04715 -10.12357 6.93293 0.1 -0.1 -0.1
N 1.38611 -7.86423 4.04960 0.0 0.0 0.0
O 1.73597 -7.79609 2.88403 0.0 -0.2 0.1
O 0.64917 -7.06435 4.58930 -0.1 0.0 0.0
H 3.35524 -11.82174 6.95922 0.0 0.0 0.0
H 4.01044 -11.58410 4.58891 0.0 0.0 0.0
H 3.07279 -9.75246 3.23037 -0.1 0.1 0.0
H 0.83423 -8.38446 6.61597 0.0 0.1 -0.1
H 1.76034 -10.22884 7.96966 0.0 0.0 0.0
C 8.37573 -4.45421 1.88879 0.0 0.0 0.0
C 8.54208 -4.27186 3.25555 0.0 0.0 -0.1
C 7.75002 -4.97134 4.15089 0.1 0.1 0.1
C 6.80275 -5.84923 3.65721 0.1 0.1 -0.1
C 6.61773 -6.03962 2.30025 -0.1 -0.1 -0.2
C 7.41251 -5.33346 1.41245 0.1 0.1 0.1
N 5.97380 -6.61119 4.60256 0.0 0.0 0.0
O 6.13489 -6.40949 5.78790 0.0 0.0 0.0
O 5.17299 -7.39882 4.13726 -0.1 0.0 0.0
H 9.00039 -3.91064 1.19257 0.0 0.0 0.0
H 9.29254 -3.58687 3.62456 0.0 0.0 0.0
H 7.87513 -4.83499 5.21448 -0.1 -0.1 0.0
H 5.86902 -6.72692 1.93585 0.0 0.0 0.1
H 7.28267 -5.47271 0.34847 0.0 0.0 0.0